C44H51CsN6O3P2S4 | wB97M-V/def2-TZVPD

Structure (ORCA input):
```
! wB97M-V def2-TZVPD RIJCOSX def2/J DEFGRID3
* xyz -2 1
Cs -1.2952 -0.7165 0.2328
C -1.3971 5.2175 4.2539
S -2.6442 5.4473 2.9788
C -2.7206 3.8247 2.2078
S -1.3386 2.8220 2.1278
N -3.9193 3.6250 1.7419
N -4.0083 2.5661 0.8531
C -4.9361 1.7365 1.0888
C -5.2399 0.6359 0.1348
C -6.3422 -0.1808 0.3628
C -6.6283 -1.1922 -0.5392
C -5.8132 -1.3568 -1.6445
C -4.7345 -0.4938 -1.7908
N -4.4487 0.4726 -0.9272
H -1.1118 6.2113 4.6014
H -0.5344 4.7069 3.8298
H -1.7896 4.6371 5.0877
H -5.5495 1.8173 1.9886
H -6.9546 -0.0234 1.2417
H -7.4741 -1.8484 -0.3753
H -5.9901 -2.1414 -2.3673
H -4.0553 -0.5929 -2.6321
O -1.0251 -2.6273 1.6669
P -0.4783 -4.0592 1.8062
C 0.3664 -3.9632 -0.3722
P 1.1004 -2.6565 -1.2597
O 0.1705 -1.5095 -1.5938
C 1.7570 -3.3115 -2.8526
C 1.3377 -2.7022 -4.0319
C 1.7335 -3.1998 -5.2695
C 2.5548 -4.3150 -5.3410
C 2.9712 -4.9369 -4.1690
C 2.5680 -4.4419 -2.9377
C 2.5765 -1.9907 -0.4336
C 3.6795 -2.7659 -0.0815
C 4.7761 -2.1815 0.5308
C 4.7739 -0.8208 0.8189
C 3.6719 -0.0452 0.4895
C 2.5794 -0.6296 -0.1419
C -0.8788 -4.2250 3.6987
C -0.8014 -5.4329 4.3964
C -1.0458 -5.5077 5.7605
C -1.3843 -4.3645 6.4796
C -1.4696 -3.1534 5.8081
C -1.2167 -3.0920 4.4387
C 1.3016 -4.1553 2.2365
C 2.0149 -5.3484 2.1614
C 3.3207 -5.4217 2.6332
C 3.9270 -4.3046 3.1968
C 3.2198 -3.1098 3.2687
C 1.9209 -3.0353 2.7885
H -0.5264 -4.1608 -0.9770
H 1.0031 -4.8514 -0.4409
H 0.6947 -1.8327 -3.9585
H 1.3975 -2.7134 -6.1780
H 2.8654 -4.7047 -6.3035
H 3.6005 -5.8180 -4.2157
H 2.8739 -4.9572 -2.0349
H 3.6783 -3.8354 -0.2535
H 5.6236 -2.7956 0.8103
H 5.6292 -0.3714 1.3108
H 3.6511 1.0162 0.7087
H 1.7389 -0.0128 -0.4385
H -0.5616 -6.3344 3.8430
H -0.9816 -6.4657 6.2675
H -1.5815 -4.4211 7.5449
H -1.7345 -2.2501 6.3481
H -1.2953 -2.1462 3.9179
H 1.5251 -6.2202 1.7389
H 3.8623 -6.3601 2.5745
H 4.9395 -4.3656 3.5801
H 3.6847 -2.2280 3.6945
H 1.3657 -2.1063 2.8558
O -1.5819 3.1974 -4.0845
S -2.2292 2.5631 -2.8753
C -3.8727 3.2843 -2.7342
C -3.6732 4.7716 -2.4108
C -2.3350 4.9154 -1.6436
C -1.7562 3.5164 -1.4380
H -4.3379 2.7503 -1.9033
H -4.4158 3.0853 -3.6575
H -4.5131 5.1299 -1.8142
H -3.6441 5.3567 -3.3295
H -2.4682 5.4046 -0.6774
H -1.6382 5.5146 -2.2313
H -2.1874 2.9982 -0.5784
H -0.6743 3.4751 -1.3631
C 2.2798 5.8689 -0.1619
C 1.2553 5.0323 0.5756
N 1.4966 3.6345 0.2647
C 1.6724 3.2200 -1.0451
N 1.3068 2.0397 -1.3639
C 1.5183 1.5635 -2.7220
C 2.6463 2.2962 -3.4275
C 2.3900 3.7837 -3.2973
N 2.3005 4.1399 -1.8901
C 2.1536 5.5630 -1.6410
H 3.2836 5.6050 0.1811
H 2.1148 6.9334 0.0175
H 0.2409 5.3442 0.2888
H 1.3250 5.1540 1.6562
H 0.8789 3.0026 0.7615
H 0.5918 1.6861 -3.2947
H 1.7151 0.4900 -2.6760
H 2.7000 2.0097 -4.4800
H 3.6025 2.0510 -2.9549
H 1.4620 4.0448 -3.8277
H 3.2007 4.3743 -3.7354
H 1.1760 5.9233 -2.0021
H 2.9200 6.0813 -2.2240
S -1.4529 -5.7361 1.1943
*
```

Summary:
Relative energy (zero: lowest compared OMol25 entry of this formula, charge and spin) ... 1.394 eV
HOMO level ... -1.664 eV
Calculated total energy ... -124008.6550 eV
E_LUMO ... 0.1288 Eh